1.
ORCA calculation (ωB97M-V/def2-TZVPD) on a 2-piece molecular cluster, CClNO3S2 overall.

Output
HOMO-LUMO gap (alpha / beta)   0.2858 / 0.2859 Ha
Multiplicity   1
LUMO level (alpha / beta)   -1.48 / -1.47 eV
HOMO energy (alpha / beta)   -9.3 / -9.3 eV

Last column: Mulliken charge in e.
Positions of all 8 atoms, in Å:
C -0.805 0.732 -0.107  0.70
N -0.180 1.712 0.252  -0.44
O 2.135 2.013 -0.877  -0.40
O -1.074 -4.517 0.378  -0.33
O -1.463 -0.195 -0.360  -0.40
S -1.123 -3.089 -0.104  0.34
S 1.600 2.127 0.436  0.64
Cl 2.298 0.578 1.480  -0.10

2.
ORCA calculation (ωB97M-V/def2-TZVPD) on one molecule with the formula CClNOS2.

Output
HOMO-LUMO gap   0.3455 Ha
Multiplicity   1
LUMO level   -1.29 eV
HOMO energy   -10.7 eV

Last column: Mulliken charge in e.
Positions of all 6 atoms, in Å:
C -1.671 -0.599 -0.311  0.28
N -2.578 -0.237 -0.878  -0.31
O 2.477 -0.259 0.133  -0.45
S -0.232 -1.134 0.761  -0.01
S 1.145 0.201 -0.267  0.56
Cl 0.859 2.026 0.561  -0.08

3.
ORCA calculation (ωB97M-V/def2-TZVPD) on one molecule with the formula CClNS.

Output
HOMO-LUMO gap   0.3117 Ha
Multiplicity   1
LUMO level   -1.90 eV
HOMO energy   -10.4 eV
SMILES   N#CSCl

Last column: Mulliken charge in e.
Positions of all 4 atoms, in Å:
N 0.064 0.284 -1.283  -0.33
C 0.083 -0.051 -0.169  0.20
S 0.434 -0.455 1.929  0.16
Cl -1.404 -0.005 2.337  -0.03

4.
ORCA calculation (ωB97M-V/def2-TZVPD) on CCoCu3NO6 as an isolated structure.

Output
HOMO-LUMO gap   0.1198 Ha
Charge   +5
Multiplicity   1
LUMO level   -26.15 eV
HOMO energy   -29.4 eV

Last column: Mulliken charge in e.
Positions of all 12 atoms, in Å:
Co 1.301 1.180 1.844  1.38
Cu -3.776 -2.555 0.761  1.12
Cu 0.914 0.123 -1.818  1.03
Cu -4.511 1.469 -1.007  1.14
N -1.886 0.141 0.034  1.34
O -2.384 -0.755 0.589  -0.52
O -2.461 0.868 -0.750  -0.47
O -0.726 0.430 0.196  -0.31
C 3.346 -0.199 0.088  1.00
O 3.948 -0.016 -1.026  -0.02
O 2.159 -0.199 0.059  -0.67
O 4.075 -0.487 1.029  0.00

5.
ORCA calculation (ωB97M-V/def2-TZVPD) on one molecule with the formula CF2N2.

Output
HOMO-LUMO gap   0.4137 Ha
Multiplicity   1
LUMO level   -0.26 eV
HOMO energy   -11.5 eV
SMILES   FN=C=NF

Last column: Mulliken charge in e.
Positions of all 5 atoms, in Å:
F -2.248 -0.171 -0.322  -0.09
N -1.100 -0.136 0.415  -0.18
C 0.028 0.178 0.040  0.62
N 1.178 0.551 0.039  -0.24
F 2.141 -0.422 -0.172  -0.11

6.
ORCA calculation (ωB97M-V/def2-TZVPD) on an isolated ion of composition CF2O3P and charge -1.

Output
HOMO-LUMO gap   0.3636 Ha
Charge   -1
Multiplicity   1
LUMO level   4.42 eV
HOMO energy   -5.5 eV
SMILES   O=C([O-])OP(F)F

Last column: Mulliken charge in e.
Positions of all 7 atoms, in Å:
O 1.322 -1.701 -1.008  -0.59
C 0.349 -1.287 -0.487  0.72
O -0.828 -1.530 -0.391  -0.62
O 0.579 0.129 0.036  -0.23
P -0.715 0.752 0.641  0.34
F -0.750 1.980 -0.520  -0.35
F 0.042 1.657 1.728  -0.28

7.
ORCA calculation (ωB97M-V/def2-TZVPD) on a 2-piece molecular cluster, CF2OS overall.

Output
HOMO-LUMO gap (alpha / beta)   0.3024 / 0.2673 Ha
Multiplicity   1
LUMO level (alpha / beta)   -1.71 / -2.27 eV
HOMO energy (alpha / beta)   -9.9 / -9.5 eV

Last column: Mulliken charge in e.
Positions of all 5 atoms, in Å:
C 1.676 -0.208 -0.378  0.37
O 0.657 -0.656 -0.785  -0.25
F 1.910 0.505 0.726  -0.12
F -2.240 0.699 -0.400  -0.19
S -2.003 -0.341 0.838  0.18

8.
ORCA calculation (ωB97M-V/def2-TZVPD) on CF33HfO3P5S as an isolated structure.

Output
HOMO-LUMO gap (alpha / beta)   0.1516 / 0.3382 Ha
Charge   -3
⟨S²⟩   0.751
Multiplicity   2
LUMO level (alpha / beta)   6.51 / 6.51 eV
HOMO energy (alpha / beta)   2.4 / -2.7 eV

Last column: Mulliken charge in e.
Positions of all 44 atoms, in Å:
Hf 0.142 0.162 -0.048  2.54
C -3.831 -0.899 1.998  0.61
F -3.297 -2.175 1.782  -0.21
F -4.948 -0.895 1.334  -0.22
F -4.028 -0.677 3.257  -0.21
S -2.709 0.425 1.117  1.29
O -3.493 1.607 0.886  -0.65
O -1.438 0.619 1.833  -0.60
O -2.105 -0.134 -0.108  -0.77
P 0.428 -2.531 1.969  1.39
F -0.779 -1.757 2.729  -0.33
F -0.335 -3.966 1.976  -0.41
F -0.266 -2.061 0.555  -0.42
F 1.702 -3.149 1.173  -0.38
F 1.028 -1.010 1.749  -0.55
F 1.162 -2.720 3.400  -0.38
P -0.475 2.939 -1.511  1.18
F -0.838 2.503 0.007  -0.27
F -0.773 1.372 -1.712  -0.32
F -1.998 3.360 -1.744  -0.41
F -0.086 3.017 -3.083  -0.38
F -0.030 4.389 -1.073  -0.36
F 0.858 2.151 -1.077  -0.29
P 2.145 2.169 2.465  1.30
F 3.073 0.887 2.103  -0.30
F 3.288 2.905 3.358  -0.35
F 2.819 2.850 1.169  -0.38
F 1.055 3.372 2.872  -0.42
F 1.045 1.645 1.493  -0.33
F 1.458 1.293 3.639  -0.37
P -1.292 -1.439 -3.313  1.35
F -2.240 -2.536 -2.527  -0.42
F -0.600 -1.297 -1.834  -0.43
F -0.253 -2.537 -3.963  -0.37
F -0.400 -0.142 -3.749  -0.35
F -2.200 -1.379 -4.755  -0.42
F -2.473 -0.425 -2.828  -0.32
P 3.007 -0.897 -1.423  1.36
F 4.237 0.137 -1.808  -0.41
F 3.922 -1.530 -0.242  -0.41
F 2.384 0.256 -0.441  -0.50
F 1.668 -1.589 -0.826  -0.43
F 2.016 -0.228 -2.480  -0.30
F 3.450 -2.086 -2.317  -0.38

9.
ORCA calculation (ωB97M-V/def2-TZVPD) on CF3GdNO2S2 as an isolated structure.

Output
HOMO-LUMO gap (alpha / beta)   0.2887 / 0.2442 Ha
Charge   +1
⟨S²⟩   16.779
Multiplicity   8
LUMO level (alpha / beta)   -6.53 / -7.08 eV
HOMO energy (alpha / beta)   -14.4 / -13.7 eV

Last column: Mulliken charge in e.
Positions of all 10 atoms, in Å:
Gd 3.367 -0.920 -0.772  1.44
N 1.236 0.174 -0.363  -0.69
S 2.169 1.451 0.482  0.11
S 0.062 -0.577 0.373  1.25
O -0.044 -0.529 1.833  -0.58
O -0.031 -1.888 -0.311  -0.61
C -1.423 0.399 -0.206  0.67
F -2.531 -0.208 0.199  -0.18
F -1.376 1.627 0.294  -0.21
F -1.428 0.472 -1.529  -0.21

10.
ORCA calculation (ωB97M-V/def2-TZVPD) on CF3IrNNaO4S3 as an isolated structure.

Output
HOMO-LUMO gap (alpha / beta)   0.2820 / 0.2405 Ha
⟨S²⟩   6.018
Multiplicity   5
LUMO level (alpha / beta)   -1.01 / -2.24 eV
HOMO energy (alpha / beta)   -8.7 / -8.8 eV

Last column: Mulliken charge in e.
Positions of all 14 atoms, in Å:
Na 0.140 -1.459 1.941  0.98
N 0.964 -0.196 0.208  -0.87
S 0.532 1.090 -0.396  0.82
O -0.919 1.104 -0.915  -0.69
C 0.335 2.279 1.038  0.72
F 1.518 2.495 1.610  -0.21
F -0.466 1.697 1.945  -0.25
F -0.191 3.440 0.668  -0.20
Ir -1.069 -0.902 -0.747  1.44
S -0.954 -3.783 -0.220  0.08
O -1.369 -2.356 0.542  -0.76
S 0.539 -3.015 -1.792  0.16
O -0.544 -1.947 -2.401  -0.56
O 1.485 1.553 -1.482  -0.65

11.
ORCA calculation (ωB97M-V/def2-TZVPD) on CF3MgNO3S3Sr as an isolated structure.

Output
HOMO-LUMO gap   0.1885 Ha
Multiplicity   1
LUMO level   -1.76 eV
HOMO energy   -6.9 eV

Last column: Mulliken charge in e.
Positions of all 13 atoms, in Å:
Sr 2.460 -0.369 1.646  1.58
N 0.050 1.102 -0.654  -0.51
S 0.291 2.123 0.727  0.18
O 1.864 1.658 1.010  -0.88
S -0.422 -0.407 -0.276  1.12
O 0.117 -0.808 1.094  -0.79
O 0.163 -1.614 -1.596  -0.48
C -2.259 -0.353 0.052  0.53
F -2.556 0.483 1.028  -0.19
F -2.861 0.024 -1.063  -0.20
F -2.651 -1.575 0.374  -0.18
Mg 2.736 1.264 -1.083  0.52
S 3.069 -1.527 -1.260  -0.71

12.
ORCA calculation (ωB97M-V/def2-TZVPD) on CF3MgNO4S3Y as an isolated structure.

Output
HOMO-LUMO gap (alpha / beta)   0.2001 / 0.2439 Ha
Charge   +1
Multiplicity   1
LUMO level (alpha / beta)   -6.02 / -5.56 eV
HOMO energy (alpha / beta)   -11.5 / -12.2 eV

Last column: Mulliken charge in e.
Positions of all 14 atoms, in Å:
Mg -2.148 1.221 -0.903  1.00
N -0.741 1.453 0.467  -0.63
S 0.393 0.516 0.595  0.90
O 0.896 -0.322 -0.576  -0.61
C 1.998 1.453 0.718  0.65
F 1.901 2.378 1.652  -0.18
F 2.183 1.998 -0.482  -0.21
F 2.997 0.631 0.985  -0.19
Y -0.351 -1.597 -1.851  1.75
S -3.545 -1.327 -1.036  -0.13
O -2.216 -0.599 -1.880  -0.65
S -1.191 -2.280 0.944  0.33
O -0.482 -2.919 -0.349  -0.48
O 0.306 -0.606 1.717  -0.57